# C17H24B2N12O2V

A structure of composition C17H24B2N12O2V in a non-equilibrium geometry (ωB97M-V/def2-TZVPD, OMol25).

Each line ends with the Mulliken spin population.
CARTESIAN COORDINATES (ANGSTROEM)
V1 0.40 -0.24 0.05  2.02
C1 -1.14 3.73 1.37  0.00
C2 -1.14 2.32 1.44  0.01
N1 -0.27 1.79 0.60  -0.01
N2 0.39 2.90 -0.06  0.00
C3 -0.13 4.04 0.44  0.01
B1 1.39 2.51 -1.20  0.00
N3 0.71 1.57 -2.16  0.00
C4 0.65 1.82 -3.51  0.01
C5 -0.38 1.05 -4.06  -0.01
C6 -1.03 0.39 -2.95  0.00
N4 -0.34 0.67 -1.82  -0.01
N5 2.59 1.67 -0.60  -0.01
C7 3.90 1.96 -0.23  0.00
C8 4.50 0.74 0.12  -0.01
C9 3.54 -0.23 -0.14  -0.01
N6 2.41 0.31 -0.57  0.02
H1 -1.88 4.42 1.82  0.00
H2 -1.82 1.75 2.06  0.00
H3 0.17 4.97 -0.06  0.00
H4 1.84 3.50 -1.73  0.00
H5 1.24 2.55 -4.05  0.00
H6 -0.75 1.06 -5.14  0.00
H7 -1.88 -0.23 -2.99  0.00
H8 4.28 2.97 -0.28  0.00
H9 5.54 0.64 0.37  0.00
H10 3.45 -1.31 -0.01  0.00
B2 1.84 -3.15 1.82  0.01
N7 1.47 -1.74 2.47  0.01
C10 1.91 -1.23 3.66  0.00
C11 0.91 -0.36 4.13  -0.01
C12 -0.10 -0.40 3.16  0.00
N8 0.32 -1.10 2.08  0.00
N9 1.31 -3.33 0.36  0.02
C13 1.67 -4.33 -0.47  0.00
C14 1.13 -4.03 -1.73  0.00
C15 0.35 -2.91 -1.54  0.02
N10 0.50 -2.42 -0.26  -0.05
H11 3.10 -3.16 1.73  0.00
H12 1.40 -4.09 2.42  0.00
H13 2.83 -1.60 4.08  0.00
H14 0.85 0.07 5.13  0.00
H15 -1.05 0.11 3.33  0.00
H16 2.35 -5.12 -0.14  0.00
H17 1.22 -4.58 -2.67  0.00
H18 -0.36 -2.50 -2.28  0.00
C16 -5.95 0.90 -0.61  0.00
O1 -4.87 0.48 0.28  0.00
C17 -3.81 -0.18 -0.26  0.00
O2 -3.66 -0.46 -1.45  0.00
N11 -2.85 -0.42 0.68  0.00
N12 -1.68 -1.00 0.17  -0.04
H19 -6.76 0.17 -0.46  0.00
H20 -5.58 0.91 -1.66  0.00
H21 -6.30 1.88 -0.26  0.00
H22 -3.07 -0.54 1.70  0.00
H23 -1.92 -1.31 -0.78  0.01
H24 -1.46 -1.86 0.68  0.00

For the HOMO-LUMO gap (spin up / spin down), the calculation gives 7.2 / 8.2 eV. Its expectation value of S² is 2.013. For the molar mass, the calculation gives 501.03 g mol⁻¹. For the energy above the lowest of the compared OMol25 structures with the same formula, charge and spin, the calculation gives 13.7 kcal/mol. The spin multiplicity is 3. Its net charge is +1.